ORCA calculation (ωB97M-V with the def2-TZVPD basis set) on a cluster of 10 separate species, C36H70O28S4 in total at a distorted geometry.

Last columns: bonded neighbours and bond lengths (Å).
Cartesian coordinates (Å):
1 C 22.66501 12.16597 12.68871  C2 1.521, H8 1.054, H9 1.071, H10 1.082
2 C 21.29818 11.54279 12.44791  C1 1.521, C3 1.528, O7 1.440, H11 1.082
3 C 20.93834 11.55820 10.96300  C2 1.528, O4 1.450, H12 1.107, H13 1.062
4 O 20.83028 10.15024 10.63304  C3 1.450, C5 1.375
5 C 21.14156 9.37886 11.72802  O4 1.375, O6 1.188, O7 1.325
6 O 21.26639 8.19909 11.66622  C5 1.188
7 O 21.33050 10.14526 12.79267  C2 1.440, C5 1.325
8 H 23.25155 11.68843 11.95513  C1 1.054
9 H 23.07397 11.99210 13.66322  C1 1.071
10 H 22.71900 13.23367 12.51990  C1 1.082
11 H 20.53064 11.94217 13.09776  C2 1.082
12 H 21.75353 11.95005 10.32473  C3 1.107
13 H 20.00520 12.03065 10.77815  C3 1.062
14 C 17.94211 8.17765 6.47826  C15 1.513, H21 1.098, H22 1.131, H23 1.061
15 C 17.42819 8.00909 7.89103  C14 1.513, C16 1.551, O20 1.488, H24 1.141
16 C 18.16621 8.71406 9.05841  C15 1.551, O17 1.428, H25 1.076, H26 1.080
17 O 17.17045 9.54655 9.65359  C16 1.428, C18 1.358
18 C 15.94294 9.30299 9.12634  O17 1.358, O19 1.235, O20 1.345
19 O 14.89926 9.80227 9.55913  C18 1.235
20 O 16.04476 8.54226 8.02131  C15 1.488, C18 1.345
21 H 18.97731 7.81202 6.46459  C14 1.098
22 H 18.18510 9.23840 6.17153  C14 1.131
23 H 17.47129 7.66927 5.67510  C14 1.061
24 H 17.36094 6.90079 8.15425  C15 1.141
25 H 18.95950 9.34873 8.70434  C16 1.076
26 H 18.59983 7.96830 9.70773  C16 1.080
27 C 12.08599 7.46468 12.56018  C28 1.498, H34 1.118, H35 1.069, H36 1.143
28 C 12.77611 8.18507 11.44287  C27 1.498, C29 1.575, O33 1.445, H37 1.109
29 C 12.43776 7.62009 10.01166  C28 1.575, O30 1.490, H38 1.069, H39 1.112
30 O 12.05170 8.85004 9.26370  C29 1.490, C31 1.378
31 C 11.94489 9.94445 10.09441  O30 1.378, O32 1.162, O33 1.366
32 O 11.55628 10.99302 9.77729  C31 1.162
33 O 12.35829 9.56423 11.33981  C28 1.445, C31 1.366
34 H 11.00391 7.72798 12.46535  C27 1.118
35 H 12.33420 7.78318 13.54992  C27 1.069
36 H 12.28981 6.34245 12.48862  C27 1.143
37 H 13.87419 8.16669 11.59344  C28 1.109
38 H 11.60199 6.95322 9.98997  C29 1.069
39 H 13.29013 7.16438 9.46197  C29 1.112
40 C 12.47940 15.65644 16.75977  C41 1.485, H47 1.091, H48 1.080, H49 1.061
41 C 13.38920 14.77836 17.53856  C40 1.485, C42 1.506, O46 1.455, H50 1.101
42 C 13.54021 13.36780 17.03307  C41 1.506, O43 1.403, H51 1.129, H52 1.084
43 O 14.86987 13.04782 17.34663  C42 1.403, C44 1.324
44 C 15.56314 14.16514 17.18993  O43 1.324, O45 1.190, O46 1.370
45 O 16.75011 14.13741 17.10768  C44 1.190
46 O 14.73700 15.25553 17.26750  C41 1.455, C44 1.370
47 H 11.44308 15.33356 16.87396  C40 1.091
48 H 12.72121 15.48537 15.72067  C40 1.080
49 H 12.58486 16.65379 17.10585  C40 1.061
50 H 13.16371 14.85904 18.61285  C41 1.101
51 H 13.43948 13.27582 15.91236  C42 1.129
52 H 12.84946 12.74834 17.59441  C42 1.084
53 C 19.91621 10.56148 16.34401  C54 1.507, H60 1.117, H61 1.127, H62 1.124
54 C 18.92567 10.19420 17.41849  C53 1.507, C55 1.487, O59 1.406, H63 1.078
55 C 17.55376 10.73482 17.22662  C54 1.487, O56 1.459, H64 1.101, H65 1.091
56 O 16.68165 9.64029 17.64008  C55 1.459, C57 1.303
57 C 17.38861 8.55692 17.48170  O56 1.303, O58 1.201, O59 1.349
58 O 16.88664 7.46715 17.52362  C57 1.201
59 O 18.69447 8.81578 17.26366  C54 1.406, C57 1.349
60 H 19.51864 10.18438 15.37053  C53 1.117
61 H 20.86314 9.97687 16.51888  C53 1.127
62 H 20.13726 11.65973 16.24869  C53 1.124
63 H 19.45755 10.33639 18.34585  C54 1.078
64 H 17.44219 10.89013 16.14206  C55 1.101
65 H 17.32728 11.69302 17.69732  C55 1.091
66 C 19.47906 15.12938 9.90343  C67 1.538, H73 1.121, H74 1.113, H75 1.117
67 C 18.08808 14.50441 10.10154  C66 1.538, O68 1.459, H76 1.048, H77 1.125
68 O 18.07720 13.11490 9.65589  C67 1.459, S69 1.638
69 S 17.48194 12.87644 8.14895  O68 1.638, C70 1.788, O71 1.419, O72 1.427
70 C 15.71526 12.95341 8.41583  S69 1.788, H78 1.093, H79 1.100, H80 1.116
71 O 17.83776 14.05197 7.43874  S69 1.419
72 O 17.94489 11.58873 7.74368  S69 1.427
73 H 19.58199 15.72450 8.95937  C66 1.121
74 H 20.23692 14.33700 9.71365  C66 1.113
75 H 19.82042 15.66526 10.82236  C66 1.117
76 H 17.91336 14.50258 11.13536  C67 1.048
77 H 17.30820 15.10077 9.55320  C67 1.125
78 H 15.53002 13.99040 8.70551  C70 1.093
79 H 15.39292 12.29178 9.23352  C70 1.100
80 H 15.13153 12.77278 7.48188  C70 1.116
81 C 8.79209 10.70839 16.18217  C82 1.438, H88 1.100, H89 1.125, H90 1.116
82 C 9.96732 11.49686 15.92583  C81 1.438, O83 1.441, H91 1.067, H92 1.100
83 O 10.23853 11.54653 14.51137  C82 1.441, S84 1.538
84 S 10.49611 12.80937 13.67268  O83 1.538, C85 1.674, O86 1.460, O87 1.486
85 C 10.63898 12.08874 12.16803  S84 1.674, H93 1.079, H94 1.050, H95 1.040
86 O 9.39276 13.75270 13.82875  S84 1.460
87 O 11.79874 13.39419 14.08564  S84 1.486
88 H 7.84232 11.23150 15.99869  C81 1.100
89 H 8.89585 10.42370 17.26520  C81 1.125
90 H 8.83671 9.79918 15.53656  C81 1.116
91 H 9.79960 12.49810 16.25349  C82 1.067
92 H 10.92124 11.13288 16.33531  C82 1.100
93 H 11.30870 12.70808 11.59153  C85 1.079
94 H 9.68209 11.99952 11.74626  C85 1.050
95 H 11.18193 11.21614 12.32923  C85 1.040
96 C 12.41011 14.96322 8.02750  C97 1.539, H103 1.062, H104 1.078, H105 1.095
97 C 12.07449 14.43702 9.43428  C96 1.539, O98 1.432, H106 1.102, H107 1.099
98 O 13.23232 14.47922 10.27663  C97 1.432, S99 1.604
99 S 13.82776 15.82245 10.92045  O98 1.604, C100 1.765, O101 1.451, O102 1.437
100 C 14.50389 15.27928 12.45730  S99 1.765, H108 1.114, H109 1.112, H110 1.046
101 O 14.84576 16.34504 10.02787  S99 1.451
102 O 12.77402 16.76986 11.16106  S99 1.437
103 H 12.49803 16.02029 8.07787  C96 1.062
104 H 11.55918 14.80243 7.38636  C96 1.078
105 H 13.33100 14.48181 7.68070  C96 1.095
106 H 11.31952 15.16518 9.77127  C97 1.102
107 H 11.79067 13.37531 9.46453  C97 1.099
108 H 15.39726 14.64553 12.25426  C100 1.114
109 H 13.73508 14.60906 12.90080  C100 1.112
110 H 14.63738 16.20420 12.92734  C100 1.046
111 C 13.15523 10.24674 14.73840  C112 1.499, H118 1.093, H119 1.108, H120 1.117
112 C 14.44477 10.13648 15.49459  C111 1.499, O113 1.438, H121 1.179, H122 1.049
113 O 15.57892 10.27533 14.62188  C112 1.438, S114 1.588
114 S 16.01826 11.63518 13.92990  O113 1.588, C115 1.852, O116 1.494, O117 1.418
115 C 15.35619 11.24382 12.24491  S114 1.852, H123 1.053, H124 1.098, H125 1.080
116 O 15.29237 12.77752 14.56239  S114 1.494
117 O 17.43431 11.65445 13.84920  S114 1.418
118 H 13.29698 9.94724 13.69662  C111 1.093
119 H 12.79901 11.29499 14.77403  C111 1.108
120 H 12.31421 9.72413 15.25432  C111 1.117
121 H 14.45023 10.99224 16.30545  C112 1.179
122 H 14.65664 9.24105 15.99916  C112 1.049
123 H 14.33374 11.00055 12.31669  C115 1.053
124 H 15.92857 10.37490 11.89322  C115 1.098
125 H 15.61524 12.06853 11.59775  C115 1.080
126 C 17.00587 5.99280 13.90682  C127 1.548, C130 1.561, H131 1.073, H132 1.052
127 C 17.43513 6.56707 12.53471  C126 1.548, C128 1.556, H133 1.072, H134 1.131
128 C 16.13742 6.34007 11.70709  C127 1.556, O129 1.390, H135 1.095, H136 1.105
129 O 15.10339 6.71562 12.55733  C128 1.390, C130 1.441
130 C 15.51721 6.46137 13.91370  C126 1.561, O129 1.441, H137 1.077, H138 1.112
131 H 17.46456 6.30547 14.82493  C126 1.073
132 H 17.06258 4.94515 13.98958  C126 1.052
133 H 18.27265 6.04158 12.12135  C127 1.072
134 H 17.71517 7.66238 12.51353  C127 1.131
135 H 16.12320 5.27259 11.46176  C128 1.095
136 H 16.00399 6.96112 10.80353  C128 1.105
137 H 14.87375 5.73599 14.38230  C130 1.077
138 H 15.34378 7.43935 14.41406  C130 1.112

The value obtained for the strongest force on any atom is 0.1181 Eh/bohr. For the energy, the calculation gives -5113.1468 hartree. The gap between HOMO and LUMO is 10.2538 eV.

These are the Löwdin partial charges, in e, on atoms 1 to 6: atom 1 (C): -0.008, atom 2 (C): -0.285, atom 3 (C): -0.063, atom 4 (O): 0.040, atom 5 (C): -0.571, atom 6 (O): 0.153